[1]
Entry from the Open Molecules 2025 dataset: an isolated molecule of C4H9NO3 at a distorted geometry (ωB97M-V/def2-TZVPD).

Structure (XYZ):
```
17
Properties=species:S:1:pos:R:3:forces:R:3
H 2.6419 -1.7811 -0.2578 -0.4 0.0 0.4
H -3.0354 -1.3406 0.1813 0.0 0.7 -0.2
H -0.1764 0.8255 1.0111 -0.9 -0.5 -0.9
H -1.6529 -2.3174 -0.0594 0.2 -0.2 0.1
H 1.4561 2.1321 -1.1623 0.1 0.0 0.0
C 0.9535 2.0904 -0.1982 1.1 -0.9 0.0
C -1.9510 -1.3194 0.2759 2.0 -1.5 0.1
C 0.3779 0.6987 0.0686 4.2 -1.5 0.3
C 1.2576 -0.6561 0.4288 2.4 3.4 1.8
H -1.9842 -0.0821 -1.3204 0.2 -0.1 0.4
O 1.8499 -1.3174 -0.5712 -0.5 0.1 -1.1
O -0.0558 0.1788 -1.1528 -4.6 -1.0 1.9
H -1.6797 -1.1937 1.3248 -0.1 -0.2 0.1
N -1.3981 -0.2273 -0.4986 -3.2 2.1 -3.6
O 1.5919 -0.8398 1.5705 -0.5 -0.7 0.5
H 1.6733 2.3449 0.5758 0.0 0.3 0.1
H 0.1316 2.8045 -0.2161 -0.1 -0.1 0.1
```
Forces are in eV/Å.

The value obtained for the lowest unoccupied orbital energy is 0.80 eV. The value obtained for the orbital gap is 9.72 eV. The highest occupied orbital energy comes out at -8.925 eV. The energy relative to the best compared isomer or geometry (same formula, charge and spin) comes out at 127.0 kcal per mole. As for the largest force on an atom: 5.2 eV/Å. Its multiplicity is 1. Its structure (SMILES) is CNO[C@H](C)C(=O)O. For the molecular weight, the calculation gives 119.12 g/mol.



[2]
Entry from the Open Molecules 2025 dataset: a cluster of 12 separate species, C25H74O18 in total at a distorted geometry (ωB97M-V/def2-TZVPD).

Structure (XYZ):
```
117
Properties=species:S:1:pos:R:3:forces:R:3
C 26.1149 3.2667 -0.2936 1.4 -1.6 0.5
H 28.1008 -8.4840 11.3682 0.7 0.1 -0.3
C 23.3457 -4.4252 -0.7670 -1.0 -1.4 -0.1
H 24.4754 5.1988 14.1625 0.0 0.0 0.5
H 25.5720 4.1707 -0.0179 -0.1 -0.2 -0.1
H 23.8455 -9.2304 13.4120 0.0 0.2 -0.9
H 35.4873 1.2598 6.5037 -0.1 0.1 -0.5
H 17.1222 3.0422 5.3981 0.5 -0.2 0.0
O 30.9686 1.0784 6.7801 -0.4 1.1 0.2
C 27.4073 3.3109 1.7948 1.4 -1.0 0.1
H 35.1412 2.3896 2.0265 0.0 0.0 0.1
C 26.1622 -9.1445 11.4128 -0.9 0.9 0.3
H 18.8683 3.8072 8.3959 0.3 0.4 -0.1
H 40.5420 3.4683 9.5534 0.0 0.1 0.2
C 17.2418 3.2559 6.4603 0.1 0.4 -1.1
C 26.6458 4.7829 12.3985 -0.4 0.7 1.0
C 31.4474 2.4377 6.5153 0.5 -1.6 0.6
H 28.6642 4.2505 0.4533 -0.4 0.7 -1.0
H 33.2516 -2.5449 7.0305 0.2 0.0 0.3
C 27.6806 6.8332 0.7266 0.7 -0.8 0.2
H 24.0094 -4.8940 2.2158 0.0 0.1 0.3
H 29.6145 1.6616 8.2322 0.0 0.1 0.2
H 30.8842 2.8928 5.7005 0.2 -0.2 -0.5
H 31.3146 3.1343 7.3430 -0.1 -0.4 0.6
H 27.8722 -2.8269 2.4120 0.6 0.2 0.0
C 18.6603 2.7461 8.2586 0.9 0.5 1.3
H 33.5644 -0.3769 9.2425 -0.1 0.4 -0.2
C 28.1414 4.5688 1.3553 -0.3 -0.7 0.3
H 39.9370 4.6321 6.0310 0.1 -0.3 0.2
H 19.9604 1.7788 9.7116 -0.2 0.1 0.3
H 26.9777 3.4428 -0.9360 -0.3 0.8 -0.4
C 29.6451 1.0617 7.3226 0.5 0.7 0.2
C 35.9154 3.1509 2.1222 -0.4 -0.1 -0.3
O 26.9882 -7.0195 10.5020 -1.3 -0.4 1.6
H 23.5728 -4.9427 -1.6990 1.0 0.5 -0.2
O 35.3369 4.3648 1.6176 0.4 -0.5 0.4
H 22.4411 -4.9994 -0.5667 -0.9 0.6 0.4
C 28.0786 -6.3281 10.0655 1.2 0.8 -2.5
O 26.4380 5.5753 13.6208 -0.1 -0.7 -0.9
O 25.7847 -8.4863 12.6501 -0.6 -0.7 -0.5
H 28.4519 4.3588 13.4228 -0.4 0.2 0.4
H 29.0564 -6.3374 10.5469 -0.2 -0.6 1.1
O 27.2163 5.6017 1.3470 -0.8 2.2 -1.6
O 39.7136 5.3867 5.4860 0.0 0.1 -0.3
H 36.2318 3.1944 3.1644 -0.2 0.3 0.1
H 25.1681 6.8488 14.5679 -0.1 -0.4 0.2
H 17.8147 2.5794 8.9259 0.0 -0.6 0.4
H 28.2901 -6.7338 9.0762 0.5 0.1 -0.6
H 16.2099 3.1943 6.8060 0.1 -1.2 1.1
H 35.5986 2.9918 6.9256 -0.4 0.2 -0.1
H 33.0800 -2.2400 3.4008 -0.1 -0.1 0.3
H 25.3012 -2.4977 2.4950 -0.1 0.2 0.2
C 32.9340 2.3031 6.2091 0.3 0.8 -0.2
H 28.4104 -4.2166 3.3432 -0.3 -0.1 0.1
H 36.7764 2.8020 1.5521 0.1 0.2 -0.3
H 17.3738 4.3353 6.5348 0.9 0.2 0.1
H 40.9661 2.2184 8.8120 0.1 -0.2 0.0
H 25.3061 -9.2136 10.7417 -0.3 -0.3 0.1
H 39.3253 6.0155 6.0944 -0.1 0.2 0.1
O 28.9501 5.5221 11.8135 -0.5 -4.0 -1.1
O 21.1446 2.6565 8.2749 -1.4 0.6 0.0
H 25.1461 -8.9308 14.5044 0.1 -0.3 0.1
H 33.0529 1.6298 5.3602 0.2 -0.7 0.3
H 27.8762 -5.2739 9.8762 -0.6 0.0 0.4
H 19.9404 0.9883 8.1521 -0.3 -0.1 -0.2
C 27.5922 -3.5078 3.2158 0.2 0.4 -1.5
H 34.3413 -2.6041 2.6467 0.2 -0.1 0.0
C 28.1134 4.4231 12.3887 1.4 2.2 0.6
H 29.3294 0.0580 7.6075 0.3 -0.1 -0.4
H 26.5344 -10.1279 11.6999 0.1 -0.3 -0.4
H 28.4184 3.4327 12.0511 -0.3 0.4 -1.2
H 22.2741 1.0058 8.1119 0.5 -0.4 0.1
O 33.5390 -2.0870 2.5749 0.0 0.2 -0.3
H 28.9276 1.5199 6.6419 -0.1 -0.2 -0.3
O 26.6996 2.5395 0.8172 -0.5 1.3 0.3
C 27.2638 -8.3897 10.6762 0.2 0.3 1.5
H 32.0521 -1.8415 6.4321 -0.2 0.3 0.1
H 33.2514 3.2574 5.7888 0.2 0.4 0.2
H 28.4623 7.2665 1.3506 0.1 0.1 0.1
H 28.9835 4.8718 1.9775 0.1 -0.4 0.8
C 24.2178 -4.1290 1.4679 1.6 0.6 0.6
H 27.4977 -8.8211 9.7030 0.0 -0.4 0.0
H 28.2481 2.6490 2.0022 0.0 -0.3 0.6
H 23.3968 -3.4121 1.4599 0.1 0.3 0.2
C 35.1684 2.0302 7.2057 -0.7 -0.9 -0.2
O 26.4421 -4.1745 2.7196 -0.3 -0.6 0.4
C 25.6162 -3.3664 1.9168 -2.3 -0.6 -0.3
C 24.9288 -9.3073 13.5048 1.5 0.8 -0.1
O 24.2636 -4.7829 0.2261 1.4 0.2 -0.4
H 25.2551 -10.3428 13.4088 -0.2 -0.2 0.2
H 22.2876 1.7630 9.7255 0.3 -0.1 0.2
H 35.9194 5.0943 1.8414 0.1 0.0 0.0
H 26.9383 7.6125 0.5541 -0.6 -0.6 0.5
O 32.6058 -2.6152 6.3275 0.0 -0.2 -0.4
O 40.6113 3.0966 8.6740 -0.1 0.1 -0.2
H 29.9026 7.2377 12.2215 0.1 -0.1 -0.4
C 19.9144 1.9634 8.6384 1.1 0.2 0.1
O 18.3207 2.4565 6.9683 -1.8 0.4 -1.8
H 27.5038 -2.8817 4.1037 -0.7 -0.3 0.3
H 28.1156 6.6497 -0.2558 0.1 -0.3 -0.1
C 22.3035 1.9520 8.6522 -0.8 -0.2 -0.4
H 26.0416 3.8772 12.3475 -0.2 -0.2 0.5
H 28.1488 7.2569 12.3858 -0.1 0.4 0.4
H 24.5985 6.4288 12.9798 0.3 0.2 -0.5
H 29.2164 6.5019 13.6137 -0.3 -0.2 0.3
H 26.2974 5.4053 11.5743 0.5 0.0 -0.4
H 26.8288 3.4314 2.7106 -0.2 0.3 -0.1
H 25.5678 2.4592 -0.7802 -0.6 0.6 -0.1
H 26.1122 -2.9784 1.0271 0.3 -0.2 -0.2
H 34.0102 -1.0416 10.5276 0.1 0.0 0.2
H 23.1388 -3.3672 -0.9286 0.2 0.1 0.2
C 25.1123 6.0276 13.8534 0.2 -0.3 -0.5
H 23.1746 2.5342 8.3518 -0.1 0.0 0.1
H 35.6468 1.6988 8.1273 -0.4 0.3 0.3
C 29.0422 6.6540 12.5485 -0.1 1.8 0.8
O 33.7305 1.9889 7.3727 0.1 0.2 -0.4
O 33.5564 -1.2160 9.7031 0.0 -0.3 -0.1
```
Forces are in eV/Å.

The value obtained for the lowest unoccupied orbital energy is 0.29 eV. The value obtained for the orbital gap is 9.52 eV. The highest occupied orbital energy comes out at -9.230 eV. The energy relative to the best compared isomer or geometry (same formula, charge and spin) comes out at 86.6 kcal per mole. As for the largest force on an atom: 4.2 eV/Å. Its multiplicity is 1. Its structure (SMILES) is COCCOC.COCCOC.COCCOC.COCCOC.COCCOC.COCCOC.CO.O.O.O.O.O. For the molecular weight, the calculation gives 662.85 g/mol.



[3]
Entry from the Open Molecules 2025 dataset: a structure of composition C17H20CoF5N4O2PSe2Te (ωB97M-V/def2-TZVPD).

Structure (XYZ):
```
53
Properties=species:S:1:pos:R:3:forces:R:3
F 0.7294 -4.5893 0.4537 -0.1 -0.2 0.1
N -2.8569 -1.1778 -0.5891 0.0 0.0 0.1
H 0.8848 3.0180 1.2476 0.0 0.0 0.0
C 4.3151 2.1592 -4.2520 0.0 0.0 0.0
Se 1.9865 -1.2791 -0.5199 -0.1 0.1 0.0
H 5.7847 0.8358 -3.4128 0.0 0.0 0.0
F 0.2437 -3.3260 2.5011 0.0 0.0 0.0
O -3.0981 0.4675 0.9030 0.0 -0.1 0.0
H 0.0553 -0.9059 3.0962 0.0 0.0 0.0
Co -1.2168 -0.5948 0.9049 -0.3 0.7 0.0
H -6.8357 0.0031 0.9786 0.0 0.0 0.0
H 4.9326 2.4305 -5.0977 0.0 0.0 0.0
N -5.0092 -0.4940 0.1187 -0.1 0.0 -0.1
C 2.2472 2.3561 -3.0413 0.0 0.0 0.0
H -2.9340 -3.7418 -2.5008 0.0 0.0 0.0
C 1.8284 2.6171 1.5964 0.0 0.0 0.0
C 2.4722 1.6200 0.8659 0.1 0.1 0.0
P 1.7192 1.0489 -0.6711 0.3 -0.3 0.2
H 0.4449 0.6704 2.7808 0.0 0.0 0.0
H -6.6460 -1.5127 -0.6395 0.0 0.0 0.0
F -1.6667 -4.9051 2.4882 0.1 -0.1 -0.1
H 4.2050 0.3242 0.7696 0.0 0.0 0.0
C 4.2485 1.5733 2.4918 0.0 0.0 0.0
H -1.0469 0.2654 3.3509 0.0 0.0 0.0
O 0.5695 -1.5703 0.2928 -0.1 -0.2 -0.1
H 1.2512 2.7692 -2.9462 0.0 0.0 0.0
C -5.5671 -1.4553 -0.6655 0.0 0.0 0.0
N -2.5875 -2.9054 -2.0640 0.0 0.0 0.1
C 3.0459 2.7022 -4.1201 0.0 0.0 0.0
F -1.6032 -5.4046 0.0400 0.0 0.1 0.1
C -3.6471 -0.3642 0.1563 0.3 0.0 0.1
H -5.2692 -3.0480 -2.0306 0.0 0.0 0.0
C 2.7316 1.4663 -2.0868 0.1 0.1 0.0
C -5.8161 0.3770 0.9775 0.0 -0.1 0.0
C -3.3997 -2.1182 -1.3500 0.0 -0.1 -0.1
H 4.4073 0.2252 -1.4894 0.0 0.0 0.0
C -4.8155 -2.2864 -1.4170 0.0 0.1 0.1
Se -0.3304 1.3879 -0.8325 -0.4 0.1 0.0
C 3.6041 2.5675 3.2173 0.0 0.0 0.0
N -0.2950 -0.0211 2.7318 0.0 -0.1 -0.1
C 4.0092 0.9199 -2.2213 0.1 0.0 0.0
H 5.1857 1.1632 2.8421 0.0 0.0 0.0
H 2.6736 3.3955 -4.8619 0.0 0.0 0.0
F -2.0404 -1.9516 2.0374 0.0 -0.1 -0.2
H 4.0440 2.9353 4.1346 0.0 0.0 0.0
C 4.7975 1.2636 -3.3051 0.0 0.0 0.0
C 3.6870 1.1023 1.3169 0.0 0.0 0.0
Te -0.9248 -3.9218 1.0976 0.1 -0.1 0.0
C 2.3990 3.0887 2.7694 0.0 0.0 0.0
H -1.5925 -2.8003 -1.9672 0.0 0.0 0.0
H -5.7936 1.3981 0.6032 0.0 0.0 0.0
H -5.4126 0.3546 1.9857 0.0 0.0 0.0
H 1.9019 3.8674 3.3322 0.0 0.0 0.0
```
Forces are in eV/Å.

As for the charge: +1. The value obtained for the lowest unoccupied orbital energy (spin up / spin down) is -3.41 / -5.44 eV. The value obtained for the orbital gap (spin up / spin down) is 8.57 / 6.60 eV. The highest occupied orbital energy (spin up / spin down) comes out at -11.979 / -12.043 eV. As for the largest force on an atom: 0.8 eV/Å. Its multiplicity is 5. For the molecular weight, the calculation gives 782.79 g/mol.



[4]
Entry from the Open Molecules 2025 dataset: a structure of composition C33H37As2BaN2O2 at a distorted geometry (ωB97M-V/def2-TZVPD).

Structure (XYZ):
```
77
Properties=species:S:1:pos:R:3:forces:R:3
H -1.8474 1.8477 -3.6702 0.0 0.0 0.1
H 0.1560 -7.0431 -3.6446 0.0 0.0 0.0
C 0.7910 -4.9859 -3.9232 -0.1 0.0 0.1
H -2.7508 1.7562 0.3707 0.0 0.0 0.0
C 0.5822 1.0419 4.2631 0.0 0.1 0.0
C -0.8351 3.4824 0.5777 -0.1 -0.2 -0.3
C 3.9942 0.2090 -0.9327 0.1 0.1 0.0
C -1.2790 2.5436 -1.7236 0.2 -0.7 0.1
C -2.9640 -3.8527 1.7695 -0.2 0.2 0.0
C -2.5790 2.0868 1.4005 0.3 0.1 -0.2
H -3.9513 -3.6496 2.1771 0.0 0.0 0.0
H 3.9102 -0.3762 -1.8466 0.0 -0.1 0.0
As 1.0488 0.7246 2.3944 0.5 0.0 0.3
C -2.0580 -2.7817 1.6806 -0.1 0.4 0.1
H 1.7365 -5.2541 -4.3894 0.0 0.0 0.0
C 0.4840 -3.6453 -3.7583 -0.1 0.1 0.1
C 2.8688 2.3204 0.8100 -0.1 0.0 0.0
H 1.6302 3.0997 -1.9112 0.0 0.0 0.0
H 1.4704 1.0277 4.8942 0.0 0.0 0.1
H -3.3197 5.7618 -2.6374 0.0 0.0 0.0
C 2.3550 2.1763 2.1061 -0.1 0.0 0.0
C 4.1697 4.2247 1.5338 -0.1 -0.1 0.0
C -2.7517 4.8741 -2.3874 0.1 -0.2 0.0
As 2.2620 1.0592 -0.5819 1.4 0.7 0.0
C 2.2465 2.2303 -2.1341 0.0 0.1 0.0
C -1.2843 -5.5868 -2.9188 0.1 0.0 0.0
H -1.1247 -6.3169 0.3983 0.0 0.0 0.0
H 1.7803 1.6965 -2.9594 0.0 0.0 0.0
H 3.2588 2.5303 -2.4010 0.0 0.1 -0.1
C -0.7350 -3.1907 -3.1648 0.2 -0.8 0.1
H 4.1751 3.4578 -0.4646 0.0 0.0 0.0
H 4.2506 -0.4563 -0.1101 0.0 0.0 0.0
H 4.7765 0.9594 -1.0518 0.0 0.0 0.0
C 2.7527 3.0691 3.1024 0.1 0.0 -0.2
H -2.0915 -1.5702 -2.9075 0.1 -0.1 0.1
H 0.5383 -4.5094 0.3149 0.0 0.0 0.0
C -0.4455 -4.3344 0.7347 -0.1 0.0 0.1
C -0.7347 -3.0263 1.1945 0.5 0.6 0.2
H 1.8560 -1.5051 3.2590 0.0 0.0 0.0
C -2.5400 -1.4492 2.1218 0.4 -0.3 -0.1
N -1.3080 2.8221 1.5536 -0.3 -0.2 0.0
H 3.9471 4.7777 3.5987 0.0 0.0 0.0
C 3.6530 4.0883 2.8173 0.0 -0.1 -0.1
H -2.2058 5.5535 -0.4262 0.0 0.0 0.0
H -0.0874 0.2368 4.5640 0.0 0.0 0.0
H 1.1949 -2.8918 -4.0910 0.0 -0.1 0.0
N -2.0628 -0.3220 1.7611 -0.5 0.4 0.5
H 0.0626 1.9947 4.3505 0.0 0.0 0.0
H -3.3830 2.7874 1.6379 0.0 0.0 0.1
C -0.0843 -5.9953 -3.5117 0.0 0.3 0.0
C -1.0262 -1.8246 -2.9469 -0.2 0.4 -0.3
H -3.3860 -1.4559 2.8231 -0.1 -0.2 -0.1
H -1.9917 -6.3391 -2.5766 0.0 0.0 0.0
H -3.1344 3.8736 -4.2549 0.0 0.0 0.0
C 2.3857 -0.6790 2.7883 -0.1 0.1 -0.1
H 2.3527 2.9799 4.1047 0.0 0.0 0.0
H 2.8115 -1.0547 1.8602 0.0 0.0 0.0
C -1.3819 -5.3388 0.7881 -0.1 0.0 0.1
C -1.5997 -4.2527 -2.7460 0.1 0.2 -0.1
Ba -0.3132 -0.5039 -0.3578 -1.4 -1.4 -1.7
C -1.4006 3.6081 -0.8119 -0.3 0.3 0.5
C 3.7785 3.3408 0.5364 -0.1 0.0 0.1
O -0.6378 1.4380 -1.3966 -0.8 3.3 -1.3
H 4.8693 5.0195 1.3073 0.0 0.0 0.0
H -3.7180 0.7037 2.6095 -0.1 0.0 0.0
C -2.6464 3.8109 -3.2880 0.1 0.0 0.1
C -1.9261 2.6714 -2.9686 0.0 0.3 -0.2
H -2.5325 -3.9851 -2.2558 0.0 0.0 0.0
H -0.4847 -1.1174 -3.5900 0.0 -0.1 0.2
C -2.6718 0.8926 2.3498 0.3 -0.3 -0.4
O 0.1751 -2.0805 1.1400 0.0 -2.9 2.2
H -2.1450 1.1558 3.2700 0.1 0.0 0.0
H -3.3919 -5.9149 1.3786 0.0 0.0 0.0
H 3.1733 -0.2895 3.4334 0.0 0.0 0.0
H 0.0986 4.0134 0.7903 0.0 0.0 0.0
C -2.1252 4.7504 -1.1545 0.1 0.0 0.0
C -2.6596 -5.1193 1.3287 0.2 0.1 -0.1
```
Forces are in eV/Å.

As for the charge: -1. The value obtained for the lowest unoccupied orbital energy is 2.34 eV. The value obtained for the orbital gap is 4.94 eV. The highest occupied orbital energy comes out at -2.592 eV. The energy relative to the best compared isomer or geometry (same formula, charge and spin) comes out at 36.5 kcal per mole. As for the largest force on an atom: 3.7 eV/Å. Its multiplicity is 1. For the molecular weight, the calculation gives 780.84 g/mol.



Among the records above, which one has the highest multiplicity? C17H20CoF5N4O2PSe2Te



molecular weight of number 1 (C4H9NO3)? 119.12 g/mol



Repeat the first record exactly.
Entry from the Open Molecules 2025 dataset: an isolated molecule of C4H9NO3 at a distorted geometry (ωB97M-V/def2-TZVPD).

Structure (XYZ):
```
17
Properties=species:S:1:pos:R:3:forces:R:3
H 2.6419 -1.7811 -0.2578 -0.4 0.0 0.4
H -3.0354 -1.3406 0.1813 0.0 0.7 -0.2
H -0.1764 0.8255 1.0111 -0.9 -0.5 -0.9
H -1.6529 -2.3174 -0.0594 0.2 -0.2 0.1
H 1.4561 2.1321 -1.1623 0.1 0.0 0.0
C 0.9535 2.0904 -0.1982 1.1 -0.9 0.0
C -1.9510 -1.3194 0.2759 2.0 -1.5 0.1
C 0.3779 0.6987 0.0686 4.2 -1.5 0.3
C 1.2576 -0.6561 0.4288 2.4 3.4 1.8
H -1.9842 -0.0821 -1.3204 0.2 -0.1 0.4
O 1.8499 -1.3174 -0.5712 -0.5 0.1 -1.1
O -0.0558 0.1788 -1.1528 -4.6 -1.0 1.9
H -1.6797 -1.1937 1.3248 -0.1 -0.2 0.1
N -1.3981 -0.2273 -0.4986 -3.2 2.1 -3.6
O 1.5919 -0.8398 1.5705 -0.5 -0.7 0.5
H 1.6733 2.3449 0.5758 0.0 0.3 0.1
H 0.1316 2.8045 -0.2161 -0.1 -0.1 0.1
```
Forces are in eV/Å.

The value obtained for the lowest unoccupied orbital energy is 0.80 eV. The value obtained for the orbital gap is 9.72 eV. The highest occupied orbital energy comes out at -8.925 eV. The energy relative to the best compared isomer or geometry (same formula, charge and spin) comes out at 127.0 kcal per mole. As for the largest force on an atom: 5.2 eV/Å. Its multiplicity is 1. Its structure (SMILES) is CNO[C@H](C)C(=O)O. For the molecular weight, the calculation gives 119.12 g/mol.